1.
C8H8N2O in the gas phase in a non-equilibrium geometry, computed with ωB97M-V/def2-TZVPD.

```
19
Properties=species:S:1:pos:R:3:mulliken_spin:R:1
C -1.8887 -1.6763 -0.2567 -0.042
C -3.2713 0.5806 -0.1827 -0.038
H -2.6071 -2.4731 -0.1654 0.002
C -0.4456 -1.8278 -0.2319 0.536
H -3.4730 0.8687 0.7779 0.047
H 2.8009 2.1309 0.8324 0.001
N 0.5937 0.3254 -0.7196 0.104
C 1.8895 -1.5653 -0.2008 0.029
C 2.1797 1.2404 1.0554 0.012
H 2.4613 0.1693 1.1525 -0.004
N 2.8376 -2.1462 0.0515 0.262
C 1.3088 1.2278 -0.2009 0.091
O 1.2914 2.4283 -0.7943 0.029
H 0.8152 2.2278 -1.6744 -0.004
C 0.6637 -0.9555 -0.3216 0.423
H -3.7594 1.2547 -0.7943 0.033
C -2.6315 -0.5333 -0.2373 0.482
H -0.2474 -2.8740 -0.0442 0.034
H 1.4822 1.5977 1.9544 0.003
```

Its expectation value of S² is 2.03. Its total energy is -494.17148 hartree. As for the multiplicity: 3. Its orbital gap (spin up / spin down) is 6.659 / 7.980 eV. The highest occupied orbital energy (spin up / spin down) is -6.039 / -10.238 eV.

2.
2 unconnected molecules or ions with the total composition C8H8N2O3 in a non-equilibrium geometry, computed with ωB97M-V/def2-TZVPD.

```
21
Properties=species:S:1:pos:R:3:nbo_charge:R:1
N -3.5018 -0.4399 0.2471 0.126
O -2.1474 0.6462 1.8428 -0.564
C -0.0340 -1.4911 1.1277 0.461
C 3.0504 0.7922 -0.5195 0.057
O -1.1756 -1.6490 0.7650 -0.530
C -2.1331 1.2417 -0.5463 -0.660
O -3.5989 -1.3054 -0.5652 -0.185
H 2.1067 -0.9458 2.1223 0.195
H 2.1997 0.6699 -2.4425 0.228
C 2.0809 0.3927 -1.4229 -0.255
C 1.0458 -0.7216 0.4646 -0.234
C -2.6323 0.3984 0.7492 0.594
H -2.9769 1.7984 -0.9440 0.230
H 0.4362 -2.1179 1.9831 0.104
H -1.2931 1.8216 -0.2587 0.238
H 0.2861 -0.7750 -1.5502 0.225
H -1.8270 0.5305 -1.3027 0.218
N 3.1322 0.3903 0.7331 -0.412
C 1.0074 -0.3757 -0.8574 -0.118
C 2.1201 -0.3188 1.2226 0.085
H 3.8548 1.4582 -0.8479 0.195
```

Its SMILES is O=Cc1cccnc1.CC(=O)N=O. Its total energy is -644.70120 hartree. Its orbital gap (spin up / spin down) is 8.143 / 8.030 eV. The highest occupied orbital energy (spin up / spin down) is -9.151 / -9.094 eV.

3.
C8H8N2OS2 in the gas phase in a non-equilibrium geometry, computed with ωB97M-V/def2-TZVPD.

```
21
Properties=species:S:1:pos:R:3:nbo_charge:R:1
C -1.0726 -0.0404 1.7025 0.210
S 2.8490 0.0730 -2.9461 0.402
C 0.1265 0.5474 -2.3982 -0.301
H 0.3332 1.4440 -1.7908 0.193
O -2.1144 0.5584 2.3319 -0.392
N -0.1338 -0.6478 -0.3756 -0.176
C 1.1126 0.4329 -3.5412 -0.493
H -0.8712 0.6525 -2.8518 0.225
S 3.1390 -1.6514 -0.4065 0.189
H 0.8463 -0.3854 -4.2089 0.230
H -2.6907 0.7743 4.3012 0.202
C -0.9765 0.0658 0.2840 -0.053
C -0.8093 -0.3499 3.8941 -0.314
C -1.9452 0.3632 3.6481 0.094
H 1.2021 1.3624 -4.0969 0.232
H -0.4281 -0.6428 4.8515 0.229
H -1.6987 0.7255 -0.2105 0.178
H 0.6635 -1.1560 2.4236 0.237
C -0.2363 -0.6165 2.6350 -0.265
C 2.5704 -0.8595 -1.6342 -0.438
N 0.1341 -0.6497 -1.6111 -0.188
```

Its total energy is -1290.60472 hartree. Its orbital gap (spin up / spin down) is 7.019 / 6.449 eV. The highest occupied orbital energy (spin up / spin down) is -7.347 / -6.999 eV.

4.
2 unconnected molecules or ions with the total composition C8H8N4 in a non-equilibrium geometry, computed with ωB97M-V/def2-TZVPD.

```
20
Properties=species:S:1:pos:R:3:nbo_charge:R:1
H 3.4995 1.8199 -0.6993 0.202
C -1.1320 -0.7517 2.3881 -0.092
H -0.8799 -1.1756 -0.9345 0.156
H -0.0364 0.3451 -2.4287 0.219
H -0.3190 -0.1304 2.6975 0.228
H -2.4820 -1.1169 4.0896 0.214
C -2.2170 -1.2339 3.0575 -0.073
N 2.7301 2.1041 -2.6337 -0.430
H 1.3619 1.8701 -4.2405 0.215
C 1.2647 0.4106 0.0258 0.056
C 2.7619 1.5993 -1.4449 0.180
C -2.4775 -1.8552 1.0428 0.180
C -0.4451 -1.0838 0.0536 0.054
C 0.8846 0.8787 -2.3375 -0.091
H -2.8243 -2.3437 0.1548 0.200
N -1.2916 -1.1311 1.0737 -0.443
C 1.5917 1.6301 -3.2226 -0.073
H 2.0288 0.2052 0.7589 0.170
N 1.6369 0.8253 -1.1796 -0.443
N -3.0177 -1.9512 2.2124 -0.430
```

Its total energy is -528.43562 hartree. Its orbital gap (spin up / spin down) is 7.185 / 7.207 eV. The highest occupied orbital energy (spin up / spin down) is -7.775 / -7.785 eV.

5.
2 unconnected molecules or ions with the total composition C8H8N4O4 in a non-equilibrium geometry, computed with ωB97M-V/def2-TZVPD.

```
24
Properties=species:S:1:pos:R:3:nbo_charge:R:1
C 4.2151 0.4976 1.1512 0.075
C 2.5577 1.3418 -0.5197 0.782
H 4.7906 -1.5898 0.7947 0.239
C 4.1413 -0.7775 0.5795 -0.403
N -2.4576 0.4822 0.9484 -0.692
H 1.5952 -0.1921 -1.6470 0.452
H -2.6386 -2.5197 -0.9791 0.262
C 3.0157 -1.0672 -0.4055 0.638
O -4.3355 2.1280 0.7314 -0.559
N 3.4799 1.4392 0.5659 -0.581
N 2.3944 0.0651 -0.9385 -0.636
C -2.7754 -1.4432 -0.5387 -0.457
H -4.6924 1.0445 -1.4284 0.417
O 2.0128 2.4124 -0.8338 -0.610
H -3.7106 -0.9814 -2.4188 0.233
H 3.5717 2.3070 0.8550 0.405
N -4.2510 0.4629 -0.8124 -0.610
H 4.7112 0.5746 2.1189 0.239
C -3.7925 1.0865 0.4002 0.796
H -2.2712 0.5693 1.9521 0.414
C -3.5328 -0.5936 -1.3146 0.131
O 2.4256 -2.1511 -0.6906 -0.598
O -2.0311 -1.9559 1.6959 -0.570
C -2.4225 -1.1397 0.7338 0.635
```

Its SMILES is O=c1cc[nH]c(=O)[nH]1.O=c1cc[nH]c(=O)[nH]1. Its total energy is -829.58613 hartree. Its orbital gap is 8.697 eV. The highest occupied orbital energy is -9.183 eV.

6.
2 unconnected molecules or ions with the total composition C8H8N4O4 in a non-equilibrium geometry, computed with ωB97M-V/def2-TZVPD.

```
24
Properties=species:S:1:pos:R:3:nbo_charge:R:1
N -3.6308 0.8350 0.3040 -0.634
C -1.7160 -1.1931 -0.4583 0.677
C 2.4378 1.6885 -0.4819 0.081
N -1.4498 0.1374 -0.1191 -0.634
O -0.8386 -2.0433 -0.5491 -0.566
H 2.1932 -1.8106 0.7337 0.445
O 0.2822 -0.7837 0.9925 -0.573
C 1.1231 -0.1915 0.3234 0.606
H 0.1930 1.7903 -0.2558 0.281
C -4.1557 -0.4659 -0.0554 0.024
N 3.5228 0.8441 -0.3460 -0.603
H -3.6343 -2.4617 -0.3704 0.234
O 4.6084 -1.0196 0.1079 -0.592
H -4.2386 1.6942 0.5191 0.430
N 2.3509 -0.7572 0.4381 -0.625
C -3.2649 -1.4520 -0.4271 -0.356
H -0.5162 0.4082 -0.3368 0.425
C -2.3016 1.1714 0.1057 0.790
H -5.1616 -0.7242 0.4565 0.234
H 4.5103 1.4569 -0.3254 0.431
C 1.1566 1.2201 -0.2471 -0.451
O -1.8903 2.2714 0.2040 -0.632
C 3.5854 -0.4256 0.0090 0.768
H 2.6205 2.7221 -1.0120 0.243
```

Its SMILES is O=c1cc[nH]c(=O)[nH]1.O=c1cc[nH]c(=O)[nH]1. Its total energy is -829.58388 hartree. Its orbital gap is 9.441 eV. The highest occupied orbital energy is -9.248 eV.

7.
A gas-phase ion, C8H8NO3S (charge -1) in a non-equilibrium geometry, computed with ωB97M-V/def2-TZVPD.

```
21
Properties=species:S:1:pos:R:3:nbo_charge:R:1
S 1.3897 1.4605 -0.2890 0.086
C -1.3443 2.3009 -0.2370 -0.639
C 1.4268 -0.2434 -0.9526 -0.148
C 2.5329 -1.2747 -0.4412 -0.529
H 0.3519 0.1246 2.0803 0.225
H 1.4042 -0.2967 -2.1167 0.202
O 1.1745 -2.8042 1.0954 -0.592
C 1.3124 -1.9399 0.2819 0.708
H -2.3133 1.8319 -0.8260 0.253
C -2.1171 -0.9486 -0.3513 0.758
H 3.0581 -1.8131 -1.3034 0.211
H 3.4640 -1.0744 0.1675 0.232
H -1.8393 2.8576 0.6298 0.210
C -0.4609 0.6517 1.6449 -0.432
O -3.1536 -0.5329 0.1740 -0.754
O -1.9290 -1.8369 -1.2044 -0.740
C -0.4669 1.1078 0.2487 -0.087
H -1.3424 0.7950 2.2573 0.224
H -0.8184 3.0249 -0.8475 0.219
N 0.4245 -1.0240 -0.2042 -0.434
C -0.7538 -0.3661 0.1935 0.027
```

Its total charge is -1. Its SMILES is C[C@@]12C[C@]1(C(=O)[O-])N1C(=O)C[C@@H]1S2. Its total energy is -988.28629 hartree. Its orbital gap is 7.692 eV. The highest occupied orbital energy is -4.765 eV.

8.
C8H8NOP in the gas phase in a non-equilibrium geometry, computed with ωB97M-V/def2-TZVPD.

```
19
Properties=species:S:1:pos:R:3:nbo_charge:R:1
C -2.5994 -1.1655 -0.0508 -0.254
P 2.4266 -0.9560 -0.0755 0.720
C -1.4415 -1.8866 0.1251 -0.159
H 3.4580 2.2652 0.1571 0.192
O 1.4895 1.7570 -0.6038 -0.369
C -0.0767 0.0135 -0.2441 0.166
C 2.3700 2.3001 0.5045 -0.261
C -1.2013 0.7768 -0.6550 -0.267
C 1.0916 -1.9041 0.3231 -0.632
H -0.9235 1.7352 -1.0067 0.231
H 2.0274 3.2708 0.6943 0.195
H 1.1774 -3.0106 0.6810 0.252
C -2.4749 0.1587 -0.5098 -0.190
H 2.1996 1.6579 1.3728 0.200
H -3.4658 0.4370 -0.9462 0.221
N 1.2235 0.4595 -0.3542 -0.305
C -0.1905 -1.3493 0.1381 -0.165
H -3.6216 -1.6129 -0.0617 0.219
H -1.4684 -2.9466 0.5118 0.207
```

Its SMILES is COn1pcc2ccccc21. Its total energy is -780.88571 hartree. Its orbital gap is 8.128 eV. The highest occupied orbital energy is -8.037 eV.

9.
C8H8O2SSi in the gas phase in a non-equilibrium geometry, computed with ωB97M-V/def2-TZVPD.

```
20
Properties=species:S:1:pos:R:3:nbo_charge:R:1
H -1.9522 -2.1403 0.7685 0.209
H -3.7751 0.2320 -1.9109 0.225
C 0.6742 -0.8835 0.8499 -0.193
C -1.7793 -1.2755 0.2214 -0.171
C -2.8380 0.1205 -1.3599 -0.185
H 4.2129 1.4008 1.1645 -0.104
C -2.9286 -0.8849 -0.4183 -0.196
H 4.0792 -1.0390 0.6846 -0.148
O 1.5708 1.4731 -1.7878 -0.922
C -0.6233 -0.5590 0.2114 -0.084
H -3.7332 -1.5449 -0.2455 0.219
C -0.6269 0.5461 -0.6271 -0.252
H -1.4115 1.6472 -2.1266 0.231
O 0.9383 2.6370 0.2727 -0.910
C -1.6347 0.8826 -1.4937 -0.186
H 3.1157 -0.1471 2.8349 -0.141
S 0.9560 1.4431 -0.5060 2.104
Si 3.4234 0.1000 1.3297 0.858
C 1.7368 -0.1352 0.6805 -0.577
H 0.5955 -1.8731 1.4578 0.223
```

Its SMILES is O=S1(=O)C([SiH3])=Cc2ccccc21. Its total energy is -1147.69010 hartree. Its orbital gap is 9.218 eV. The highest occupied orbital energy is -9.389 eV.

10.
C8H8O3 in the gas phase in a non-equilibrium geometry, computed with ωB97M-V/def2-TZVPD.

```
19
Properties=species:S:1:pos:R:3:nbo_charge:R:1
C -2.3824 0.0714 0.0239 -0.312
O 2.4796 -1.5840 -0.1962 -0.528
C -0.0214 0.8119 -0.3879 -0.292
H 3.9401 0.1614 0.3531 0.254
H 3.1216 1.4362 -0.4249 0.221
H 2.4299 1.1259 1.1799 0.224
H 0.5707 1.7504 -0.5153 0.202
O -2.8311 -2.1372 0.0554 -0.671
C -1.4168 1.1142 -0.2114 0.369
C 2.9208 0.5589 0.2929 -0.709
C 0.5000 -0.4474 -0.2422 -0.139
H -1.0497 2.9882 -0.1125 0.485
H -3.3965 0.3708 -0.0033 0.243
C -0.4377 -1.4673 -0.0293 -0.259
O -1.8033 2.3390 0.0710 -0.644
H -0.3041 -2.5254 0.0109 0.223
C -1.8550 -1.1204 -0.0353 0.318
C 1.8814 -0.5286 -0.1180 0.547
H -2.3460 -2.9180 0.2892 0.470
```

Its SMILES is CC(=O)c1cc(O)cc(O)c1. Its total energy is -535.29624 hartree. Its orbital gap is 8.556 eV. The highest occupied orbital energy is -8.568 eV.

Calculated values (kcal per mole) of ΔE to the lowest compared entry with this formula, charge and spin for the records, taken in order: 29.86; 113.83; 95.95; 160.78; 109.35; 110.76; 24.85; 26.49; 25.52; 59.87.